A 8-piece molecular cluster, C46H39N4O17S overall in a non-equilibrium geometry, computed with ωB97M-V/def2-TZVPD.

Its multiplicity is 1. The value obtained for the HOMO-LUMO gap is 0.151 Eh. For the electronic energy, the calculation gives -3672.35346 Ha. As for the charge: -1.

```
107
Properties=species:S:1:pos:R:3:forces:R:3
N 1.00470 -4.02123 2.26034 -0.40 -0.10 -0.93
C 0.47458 -4.98856 1.23716 -0.12 -0.40 0.68
N 1.31788 -4.99303 -0.01084 -0.84 0.10 0.54
N 0.64447 -6.35352 1.82853 0.52 0.41 0.24
C -1.09969 -4.67436 0.91346 1.33 -1.11 -1.13
N -1.86457 -5.91556 1.21159 -1.18 1.45 0.59
C -3.29451 -5.66426 1.49785 0.40 -1.25 0.16
O -3.50057 -5.52154 2.93850 0.10 -0.38 -1.23
S -4.19997 -7.26034 1.03334 0.47 -0.22 -0.15
C -3.94177 -4.43278 0.70181 -2.76 3.98 -2.92
O -4.74066 -3.67473 1.35558 2.22 -2.53 -0.62
O -3.74013 -4.14657 -0.62345 0.54 -2.48 4.66
H 0.47399 -4.18254 3.13599 0.24 0.35 -0.90
H 0.82909 -3.06485 1.90656 0.15 -0.79 0.65
H 0.89488 -4.35858 -0.71109 0.34 -0.63 0.60
H 1.27940 -5.95402 -0.39322 -0.13 0.86 0.28
H 0.21334 -6.37735 2.76799 -0.07 0.02 -0.93
H 1.65670 -6.49379 2.02388 -0.81 0.47 -0.38
H -1.42747 -3.76008 1.50120 0.09 -1.42 -0.70
H -1.18260 -4.49402 -0.22096 0.05 0.33 1.70
H -1.72417 -6.64833 0.50652 -0.17 0.84 0.41
H -4.27564 -6.08181 3.15811 0.68 0.74 -0.33
H -3.27692 -8.24957 1.41404 -0.61 1.38 -0.15
C -3.05165 -4.32697 -3.45900 -0.17 0.02 0.05
C -3.16780 -3.08489 -3.93355 0.08 -0.12 -0.07
C -2.68093 -2.72970 -5.28176 -0.17 0.28 0.27
O -2.78422 -1.59334 -5.71644 0.12 -0.13 -0.10
C -2.06046 -3.80360 -6.08847 0.13 -0.27 -0.20
C -1.94346 -5.04479 -5.61679 0.09 0.14 -0.27
C -2.43119 -5.40093 -4.26586 -0.05 -0.16 0.24
O -2.32514 -6.53518 -3.83694 0.06 0.20 -0.23
H -3.40382 -4.60217 -2.46815 0.01 0.07 0.24
H -3.61955 -2.28749 -3.35650 0.00 -0.05 0.05
H -1.70981 -3.52484 -7.07457 -0.01 0.04 0.01
H -1.49094 -5.84215 -6.19407 0.00 -0.01 0.01
C 1.32860 0.96756 2.24662 -0.02 0.23 0.08
C 2.00534 1.85138 2.97848 0.03 -0.12 0.06
C 3.16683 1.44090 3.79523 -0.01 -0.01 -0.15
O 3.78491 2.25065 4.46696 -0.08 -0.04 -0.12
C 3.55085 0.01209 3.76797 0.12 -0.07 -0.44
C 2.87279 -0.87159 3.03403 0.21 -0.02 0.16
C 1.71140 -0.45915 2.21835 -0.10 -0.16 -0.02
O 1.09396 -1.26533 1.54676 0.06 0.68 -0.15
H 0.47542 1.25086 1.64369 0.03 0.02 0.02
H 1.73944 2.89728 3.00936 0.08 -0.13 0.06
H 4.40125 -0.27071 4.36807 -0.04 0.10 -0.20
H 3.13851 -1.92173 3.00102 -0.06 -0.03 -0.05
C -0.44195 5.92606 2.22655 0.00 0.34 0.11
C -0.60263 7.16849 1.77236 0.18 -0.22 0.27
C -0.16416 7.55135 0.41367 0.34 0.26 -0.01
O -0.30848 8.68771 -0.00165 0.03 -0.21 0.05
C 0.45841 6.50233 -0.42188 0.09 -0.25 -0.06
C 0.61866 5.25913 0.03227 0.04 0.14 -0.30
C 0.17944 4.87750 1.39097 -0.03 -0.31 0.12
O 0.32397 3.74270 1.80471 -0.33 0.55 -0.30
H -0.75693 5.62881 3.21864 -0.03 -0.04 -0.05
H -1.05715 7.94795 2.37126 0.00 0.00 -0.03
H 0.77391 6.79974 -1.41413 -0.02 0.03 0.02
H 1.07312 4.47882 -0.56608 0.01 -0.03 0.06
C 4.85516 -0.40275 -2.30187 0.17 0.25 0.19
C 4.72387 0.61542 -1.45124 0.22 -0.19 -0.16
C 3.39349 1.04877 -0.97370 -0.12 0.23 0.24
O 3.27275 1.98023 -0.19832 0.05 -0.14 -0.21
C 2.21513 0.30874 -1.47392 -0.12 -0.18 -0.17
C 2.34629 -0.70972 -2.32469 -0.20 0.19 0.16
C 3.67658 -1.14295 -2.80253 -0.04 -0.39 -0.25
O 3.79818 -2.07252 -3.57716 0.02 0.27 0.14
H 5.82127 -0.73298 -2.66259 -0.03 -0.03 -0.01
H 5.57618 1.16737 -1.07456 -0.04 0.02 0.02
H 1.24888 0.63873 -1.11313 0.02 -0.02 0.04
H 1.49384 -1.26160 -2.70106 0.03 -0.03 0.01
C -6.21788 7.03738 -0.25587 -0.01 -0.23 0.23
C -5.55193 6.32035 0.64974 -0.30 0.04 -0.12
C -4.10880 6.53589 0.88824 0.14 -0.20 0.21
O -3.50118 5.88008 1.71340 -0.20 0.14 -0.16
C -3.43248 7.57861 0.08469 0.05 0.16 -0.17
C -4.09937 8.29510 -0.82068 0.30 -0.05 0.14
C -5.54264 8.07924 -1.05881 -0.22 0.23 -0.30
O -6.15159 8.73428 -1.88336 0.14 -0.14 0.20
H -7.27429 6.89236 -0.44398 0.02 0.03 -0.03
H -6.03139 5.55425 1.24647 0.05 -0.01 0.00
H -2.37358 7.72692 0.27013 -0.54 0.04 -0.10
H -3.62010 9.06125 -1.41767 -0.02 -0.01 0.00
C 2.36569 0.06309 -7.88969 0.02 -0.32 -0.06
C 1.70378 -1.06605 -8.14380 0.31 0.13 0.05
C 0.22951 -1.08186 -8.25520 -0.26 -0.32 -0.02
O -0.37547 -2.11099 -8.48462 0.20 0.20 -0.04
C -0.48190 0.20152 -8.07548 -0.09 0.35 0.03
C 0.18032 1.33074 -7.82134 -0.23 -0.17 -0.06
C 1.65425 1.34701 -7.71008 0.14 0.36 0.10
O 2.25980 2.37757 -7.48008 -0.10 -0.22 -0.06
H 3.44471 0.09318 -7.80402 -0.01 0.04 0.02
H 2.20912 -2.01436 -8.27855 -0.05 -0.01 0.02
H -1.56087 0.17095 -8.16061 0.01 -0.08 0.06
H -0.32509 2.27885 -7.68623 0.04 0.00 0.01
C 2.69597 1.48777 8.37493 0.12 -0.05 -0.24
C 3.29417 0.95551 7.30805 -0.05 0.28 0.14
C 3.55737 -0.49659 7.22217 0.16 -0.21 -0.25
O 4.10562 -0.98771 6.25042 -0.09 -0.03 0.90
C 3.13083 -1.33506 8.36339 -0.14 -0.10 0.26
C 2.53299 -0.80252 9.42945 0.12 -0.28 -0.14
C 2.26956 0.64967 9.51531 -0.21 0.25 0.31
O 1.72225 1.13586 10.48741 0.14 -0.13 -0.19
H 2.49612 2.54896 8.45496 -0.01 -0.02 0.02
H 3.61196 1.55527 6.46513 0.05 -0.02 0.02
H 3.33073 -2.39637 8.28361 0.00 0.01 -0.04
H 2.21522 -1.40220 10.27336 -0.01 0.04 0.00
```
Positions in Å, forces in eV/Å.

=====

C46H40As2BN3O3V as an isolated structure in a non-equilibrium geometry, computed with ωB97M-V/def2-TZVPD.

Its multiplicity is 4. The value obtained for the HOMO-LUMO gap (spin up / spin down) is 0.232 / 0.248 Eh. For the electronic energy, the calculation gives -7607.22353 Ha. For the relative energy (zero: lowest compared OMol25 entry of this formula, charge and spin), the calculation gives 53.7 kcal per mole.

```
96
Properties=species:S:1:pos:R:3:forces:R:3
V -1.82164 0.14981 3.10412 -0.19 -0.92 -2.13
C -1.80523 4.09224 4.70203 0.95 -1.08 -1.63
C -1.55759 2.61192 4.41637 -0.94 1.51 0.58
N -1.60105 2.16351 3.22104 -0.51 -0.55 -0.15
N -2.05132 2.95583 2.16777 1.72 0.15 2.31
C -2.74692 2.19466 1.41896 -1.71 -0.63 -2.69
O -3.05174 0.93519 1.60210 0.75 0.48 0.62
C -3.23735 2.92257 0.18355 0.04 -0.36 0.71
C -2.69317 4.20289 -0.03507 -1.79 -1.26 -1.20
C -3.04040 4.82109 -1.22990 1.74 1.18 0.71
C -3.97634 4.25306 -2.08504 0.52 1.11 -0.59
C -4.60150 3.06076 -1.77058 0.04 -0.15 -0.14
C -4.18723 2.33566 -0.67523 1.17 0.70 1.08
C -1.65492 1.60814 5.44245 0.64 -1.88 1.80
C -1.65141 1.95825 6.81082 0.38 -0.59 -2.07
C -1.76884 0.99252 7.75519 -0.47 1.29 1.06
C -1.90541 -0.29480 7.36121 0.10 -2.71 0.65
C -1.79150 -0.69115 6.07633 -0.19 0.87 -3.18
N -1.74756 0.24901 5.07293 0.44 1.87 1.30
H -1.38093 4.48420 5.59293 1.12 0.16 0.55
H -2.83733 4.25852 4.88240 -1.28 0.11 -0.46
H -1.44874 4.56101 3.75858 -0.47 0.33 0.99
H -2.10271 4.67596 0.70959 0.63 0.13 0.20
H -2.40497 5.75534 -1.39993 -1.53 -1.13 -0.44
H -4.14483 4.79123 -3.02269 -0.36 -0.37 0.28
H -5.39281 2.67272 -2.37806 -0.20 -0.13 -0.48
H -4.52486 1.34197 -0.42762 -0.27 -0.05 -0.08
H -1.47285 2.95819 7.06853 0.01 1.21 0.37
H -1.80584 1.30157 8.78994 0.05 -0.29 0.14
H -2.03937 -1.12144 8.02677 0.05 -0.05 0.82
H -1.73986 -1.71586 5.65148 -0.22 0.65 0.92
C 0.60281 -0.96200 -3.85507 -0.33 -0.58 -0.62
C 0.51541 -2.43347 -3.41255 0.30 0.56 -0.30
As 0.60366 -2.44591 -1.46389 0.21 -1.55 0.55
C 1.44163 -4.25389 -1.38151 -0.12 -0.90 0.91
C 2.47685 -4.52361 -0.45345 -0.89 0.76 -0.73
C 2.85403 -5.83759 -0.21495 0.35 -0.79 0.44
C 2.27188 -6.88547 -0.89830 -0.53 -0.47 -0.66
C 1.18754 -6.62326 -1.79578 1.95 -3.54 0.82
C 0.81257 -5.37179 -2.01972 -0.60 3.15 0.97
C 2.26825 -1.55269 -1.11930 1.82 0.72 -0.27
C 3.51023 -1.90884 -1.66929 0.90 0.10 -0.66
C 4.68462 -1.16266 -1.44187 -2.11 0.40 0.21
C 4.59973 -0.00770 -0.66919 0.05 -0.54 0.12
C 3.42623 0.30508 0.00417 -0.05 0.80 0.51
C 2.30353 -0.45935 -0.25680 -1.92 -0.15 0.92
As -1.11166 -0.12778 -3.21518 0.39 1.19 -1.30
C -0.33539 1.40813 -2.28694 0.05 0.29 1.57
C 0.33123 2.50449 -2.83778 0.27 0.91 -0.05
C 0.86233 3.54639 -2.02142 -1.20 -0.70 0.42
C 0.73202 3.38365 -0.62114 0.82 0.67 -0.44
C 0.16342 2.24861 -0.05295 -0.15 0.30 -1.20
C -0.45284 1.32035 -0.87183 0.41 0.05 -1.34
C -1.61573 0.94086 -4.85046 0.44 -1.16 0.63
C -0.72654 1.27827 -5.86778 1.24 -0.24 0.85
C -1.15309 1.97431 -6.95891 -0.72 0.50 -1.23
C -2.50956 2.36806 -7.06110 1.99 -0.05 -1.70
C -3.32852 2.11651 -6.01453 -1.41 0.34 -0.50
C -2.92809 1.33791 -4.97921 0.07 -0.52 1.53
H 0.73565 -0.83865 -4.94235 -0.45 -0.24 0.27
H 1.51730 -0.53092 -3.44662 -0.27 0.29 0.36
H 1.28324 -3.06432 -3.80327 1.10 -0.11 -0.24
H -0.35979 -2.98860 -3.73344 -0.69 0.42 0.10
H 2.94978 -3.69408 0.08715 -0.25 -0.50 -0.14
H 3.55910 -6.12079 0.58208 -0.09 0.54 -0.52
H 2.66210 -7.90563 -0.70974 -0.59 0.67 -0.20
H 0.65443 -7.46825 -2.28237 0.46 0.66 0.44
H -0.14640 -5.25550 -2.47179 -0.37 0.50 -0.86
H 3.64886 -2.74571 -2.35583 -0.47 -0.01 0.24
H 5.59598 -1.39783 -1.93799 0.51 -0.32 -0.28
H 5.48723 0.58039 -0.61677 0.41 0.56 0.41
H 3.33217 1.15342 0.74068 0.28 -0.94 -1.04
H 1.34728 -0.23724 0.27563 1.00 0.03 -0.44
H 0.38336 2.61428 -3.92910 0.04 -0.07 0.49
H 1.21553 4.51148 -2.45402 -0.09 -1.10 0.35
H 1.10922 4.16464 0.05821 -0.11 -0.37 -0.43
H 0.17115 2.11970 0.99769 -0.11 0.00 0.90
H -1.01690 0.48571 -0.48052 0.06 -0.13 0.31
H 0.34962 1.02396 -5.79816 -0.80 0.05 0.00
H -0.43489 2.18034 -7.76334 -0.47 -0.03 0.25
H -2.85477 2.71895 -8.04110 -0.01 0.41 0.69
H -4.34373 2.45669 -5.99408 -0.51 0.09 -0.34
H -3.70418 1.04851 -4.27600 0.34 0.00 0.31
O 1.36275 -0.75181 2.95622 -0.38 0.32 0.94
B -0.01212 -1.31738 2.90792 1.74 1.39 -0.32
O 0.21776 -2.66137 2.77000 -1.62 -1.42 0.16
C 1.51827 -2.97374 2.93297 1.11 0.65 0.10
C 2.10823 -4.20834 2.87502 -0.52 -0.19 0.51
C 3.48340 -4.30997 3.05564 -0.77 2.04 0.46
C 4.19202 -3.13029 3.28116 0.67 -0.33 -0.25
C 3.60093 -1.85619 3.26016 0.58 0.56 -0.15
C 2.24550 -1.78796 3.11945 -1.58 -0.95 -1.18
H 1.46585 -5.06095 2.83925 -0.19 -0.58 -0.41
H 3.95813 -5.24605 3.10395 0.56 -1.00 -0.03
H 5.26307 -3.25060 3.44255 -0.16 0.39 -0.07
H 4.15451 -0.91710 3.24655 0.21 -0.40 0.32
```
Positions in Å, forces in eV/Å.